ORCA calculation (the ωB97M-V functional and the def2-TZVPD basis) on a structure of composition C15H22AsF6N2O4PdS4Si2.

Results
Electronic energy, Ha: -6129.94543

```
! RIJCOSX wB97M-V def2-TZVPD def2/J DEFGRID3
* xyz -1 3
H 2.7089 2.1219 -0.9812
H 2.6392 1.0343 1.9688
C -2.2044 2.0011 -5.7761
S -1.8704 -0.3921 3.7616
H 1.2206 1.4807 2.9018
F -1.1083 -0.6970 6.2865
H 3.0810 -1.6969 1.3208
Pd -1.2780 -0.2993 1.3861
H 2.9505 0.0690 -2.4985
H 1.9087 3.6513 -0.5967
C 3.4395 -1.5004 0.3124
C -3.1335 1.5107 -3.6381
Si 2.0323 -1.6671 -0.9385
C 1.4793 -3.4438 -1.2802
H 0.6751 -3.4074 -2.0187
H -0.0795 1.7641 -5.9459
F 0.0198 -4.4742 3.8341
O -0.4713 -2.9616 1.4086
F 1.0060 -2.8140 4.8294
H -2.3246 2.3062 -6.8078
H 2.2150 2.7498 2.1538
H 3.4807 -1.5401 -3.0243
C 1.8112 1.7425 2.0269
S -0.1235 -2.1256 2.5290
As 0.0567 -0.3672 -0.5100
Si 0.7136 1.6972 0.4838
C -3.0256 0.7263 -1.2756
C 1.7351 2.6036 -0.8554
O -3.1875 -0.2036 3.2241
C -0.8170 2.7699 0.8188
H -4.3063 2.1542 -5.3177
H -1.3561 2.3883 1.6854
C -0.7536 1.2799 -3.9784
H 4.2525 -2.1934 0.0855
H 1.8143 -1.0046 -3.3184
C 0.7401 -3.3639 3.6350
S -4.3172 1.2840 -2.3819
O -0.9391 0.7098 3.7178
H -1.4903 2.7551 -0.0386
C -3.3161 1.9145 -4.9510
C -0.9365 1.6882 -5.2880
H 1.0747 -3.9027 -0.3782
F -3.0080 -1.6320 5.8047
H 0.2192 1.0189 -3.5785
C -2.2333 -0.5656 5.5744
F -2.8786 0.5190 6.0204
N -1.8428 0.7698 -1.8262
N -1.2571 -1.8279 3.5799
O 0.9521 -1.1643 2.3932
H -0.5462 3.8098 1.0215
C -1.8612 1.1799 -3.1377
S -3.4493 0.2403 0.2857
H 3.8335 -0.4819 0.2941
F 1.9118 -3.7396 3.0917
H 1.2128 2.5673 -1.8148
C 2.6447 -0.9740 -2.6088
H 2.2860 -4.0670 -1.6705
*
```



ORCA calculation (the ωB97M-V functional and the def2-TZVPD basis) on a cluster of 3 separate species, C15H22BN3O4S in total.

Results
SMILES string: CB(O)[C@]1(N)CCS(=O)(=O)OC1.c1ccncc1.c1ccncc1
Electronic energy, Ha: -1473.02460

```
! RIJCOSX wB97M-V def2-TZVPD def2/J DEFGRID3
* xyz 0 1
C 0.0219 -4.7063 -1.3687
C 1.7208 -0.6167 3.6619
H 0.9833 -4.3145 -1.6836
C -1.1407 3.2918 -2.0434
C -0.5929 -5.7298 -2.0711
O 2.0185 2.6326 -2.1151
H -0.6438 3.4104 -3.0228
O -0.8033 5.5100 1.2240
H 1.8916 4.3649 0.4115
H -0.2673 5.2149 -1.3324
C -1.8183 -6.1915 -1.6179
C -1.6811 -4.5934 0.1383
H -2.1436 1.5935 -0.0987
H -0.2019 1.2445 -2.8841
C 1.8636 3.2560 0.3938
O -3.0460 4.7880 0.6833
H -2.1805 2.9476 -2.1965
H -3.3310 -5.9474 -0.1041
H -2.3312 -6.9912 -2.1379
O -1.1521 3.0337 1.1331
H 1.7467 -0.0070 4.5550
C -1.2150 4.6482 -1.2639
C 1.6330 -2.0538 1.3596
H 2.1359 -3.7770 2.5386
H 1.9624 3.4487 -2.6127
C 1.9383 -2.7137 2.5391
N 1.3749 -0.7441 1.2873
H -1.9810 5.3014 -1.7162
H -0.6245 1.1122 0.6474
H 1.3776 2.9005 1.3186
H -0.1248 -6.1545 -2.9488
N -0.3373 0.9824 -1.9146
S -1.6114 4.4825 0.5128
B 1.1887 2.7160 -0.9439
N -0.4979 -4.1330 -0.2790
C 1.4228 -0.0549 2.4324
H 2.8980 2.8510 0.4279
H 2.2193 -2.4565 4.6544
C 1.9830 -1.9768 3.7124
C -1.1323 1.9689 0.1616
C -2.3768 -5.6140 -0.4890
H 1.2050 1.0028 2.3406
H -2.0795 -4.1088 1.0227
H 1.5878 -2.5870 0.4190
C -0.3501 2.2799 -1.1434
H 0.4909 0.4896 -1.5872
*
```



ORCA calculation (the ωB97M-V functional and the def2-TZVPD basis) on an isolated molecule of C15H22BN4O4P.

Results
SMILES string: C=CCc1c(P(=N)(O)O)cc(B(O)OCC)c2ncc(NCC)nc12
Electronic energy, Ha: -1470.46347

```
! RIJCOSX wB97M-V def2-TZVPD def2/J DEFGRID3
* xyz 0 1
H 1.5594 5.0404 -2.3439
H 1.4667 -3.8520 -1.2199
H -0.1359 -2.5596 2.5815
H 3.1554 -3.8169 0.5836
C -0.3002 3.6302 -2.3445
H -4.5388 0.5032 4.3082
H -2.3273 -3.1413 -1.3608
H -5.3100 0.8163 0.8514
C 2.4786 -3.4059 -1.6678
C 0.8745 1.2229 0.3434
H 1.2374 4.0491 -4.0150
H -2.0895 -2.4440 2.5844
H -1.0162 3.9404 -3.2430
H 1.4283 5.0700 0.4084
C -0.3689 2.3164 0.5412
C 2.8986 -0.9174 0.1026
C -2.1355 0.3502 1.6258
H -2.7199 2.6678 1.2660
N 1.6221 -1.3929 0.7363
H -5.1026 -2.0230 2.0229
H 1.9501 3.1524 -2.5162
O 0.6050 4.8255 0.9491
C 0.5930 -0.3024 0.8309
H 4.5631 -1.6091 -0.9448
N 4.0224 -1.9097 -0.0987
B -0.1541 3.8840 0.0879
H -0.6391 -2.0575 -1.2943
H -0.4051 2.4609 -2.2449
C -1.8414 1.9024 1.1493
N 2.1482 1.7558 -0.2487
O -4.3705 -1.5707 1.5056
H 2.7981 -4.1640 -2.5171
C 3.5299 -3.3049 -0.4139
P -3.8732 -0.0757 2.3116
N -3.8844 -0.2258 3.9333
O -4.9672 1.1774 1.7372
C -1.0976 -2.2855 1.9400
H 4.1921 0.8860 -0.8433
C -1.3870 -2.8052 -0.7507
C 1.2302 4.0263 -2.8309
C -0.8878 -0.7160 1.4702
C 3.1293 0.6230 -0.3690
H 4.4944 -3.9283 -0.7402
H 2.2091 -2.3804 -2.1704
O -0.7570 4.3835 -1.1641
H -0.8072 -4.4718 0.8335
C -1.0699 -3.3239 0.6379
*
```



ORCA calculation (the ωB97M-V functional and the def2-TZVPD basis) on a structure of composition C15H22Br2N5OTi.

Results
Electronic energy, Ha: -6930.94213

```
! RIJCOSX wB97M-V def2-TZVPD def2/J DEFGRID3
* xyz 2 2
N 0.7294 0.0836 2.1774
H 3.2091 1.1502 1.8867
C -3.1776 -3.6661 0.0080
N 2.4484 0.6057 -0.0009
H -5.7764 -0.4455 -0.0080
C -2.4361 -0.9998 -0.0049
C -1.4387 -1.9989 -0.0041
H 2.6739 -1.3485 -0.7017
H -3.4533 -4.7111 0.0133
H 1.8496 2.8352 1.4769
H 0.0340 -0.5174 2.6149
Br -0.4957 -4.6502 0.0038
O -0.1637 -1.5410 -0.0144
H 2.6272 0.7846 -2.8900
N 0.7413 0.1358 -2.2046
C 3.0106 0.2321 1.3318
H 3.9861 -0.2838 -1.1957
H 0.1304 2.9186 -0.8803
H 2.6348 2.1732 -1.3972
Ti 0.2539 0.2475 -0.0031
C -4.7128 -0.2474 -0.0105
C -4.2447 1.0417 -0.0212
H 0.4092 0.8237 -2.8735
H 3.9698 -0.2758 1.2148
C 2.2081 -0.0855 -2.3898
C 2.0371 -0.6270 2.1162
C -1.8084 -3.3130 0.0020
N 0.3586 2.5296 0.0328
H 2.3939 -0.9343 -3.0466
H 0.8055 0.8979 2.7820
C 2.7347 2.0249 -0.3229
C -4.1480 -2.7047 0.0065
N -1.9694 0.2932 -0.0119
H 1.9441 3.9734 0.1478
H 3.7627 2.2884 -0.0615
H -4.9236 1.8815 -0.0292
H 1.8630 -1.5846 1.6230
H 0.2430 -0.7202 -2.4416
H -2.4895 2.2840 -0.0349
H -0.2942 2.9702 0.6764
C -3.8023 -1.3227 -0.0022
C -2.8642 1.2670 -0.0225
Br -5.9528 -3.2209 0.0111
H 2.4401 -0.8338 3.1080
C 2.9023 -0.3399 -1.0558
C 1.7508 2.9299 0.3954
*
```



ORCA calculation (the ωB97M-V functional and the def2-TZVPD basis) on a structure of composition C15H22CeClN5.

Results
Electronic energy, Ha: -1793.22390

```
! RIJCOSX wB97M-V def2-TZVPD def2/J DEFGRID3
* xyz 2 1
H -1.8570 -0.2004 -2.1541
C -0.6626 3.4523 0.8741
C -2.5143 0.8224 4.0893
Cl 0.9405 -0.6911 -0.2885
H -1.3334 3.2766 6.5119
C -0.8810 3.0643 -0.4947
N -2.3995 1.6412 5.1329
H -3.4541 -1.3377 1.8037
C 1.2552 2.4102 0.1223
Ce -0.8064 0.7385 0.7186
H -0.1614 3.8688 5.4359
N -0.7451 1.9847 3.6470
N -0.6581 3.0614 5.7847
H 1.1377 3.3215 2.1805
H 4.3121 -2.9517 -1.7732
H -4.1206 1.2399 1.3363
H 2.7136 -2.0756 -4.6519
C -3.1407 -0.7510 0.9306
H 2.2941 2.1138 0.0499
C -3.0464 0.9577 -0.6343
H 1.5915 -4.6968 -2.7528
H -3.1878 1.9216 -1.1398
H -2.0960 -2.2567 -0.3902
C 0.6436 3.0435 1.2496
C -2.4211 -1.2330 -0.2095
H 0.4732 2.0455 -1.9640
H 2.9012 -4.4678 -1.5562
C 2.5710 -3.1624 -4.6145
C -3.5252 0.6005 0.6753
H -1.2971 4.1246 1.4464
C 3.3230 -3.7068 -3.4762
H 2.8232 -3.5416 -5.6190
H 4.2669 -1.8324 -3.1622
C 4.3958 -2.8885 -2.8738
H -1.7068 3.3495 -1.1365
C 2.6852 -4.7197 -2.6117
N -1.3473 2.4077 4.7695
C -2.3417 -0.1637 -1.1648
H 2.9806 -5.7863 -2.7284
H 1.5028 -3.3632 -4.4695
H -3.3135 0.1044 4.0129
N -1.5497 1.0237 3.1554
C 0.3022 2.3904 -0.9528
H 5.4539 -3.1380 -3.1081
*
```



ORCA calculation (the ωB97M-V functional and the def2-TZVPD basis) on a cluster of 10 separate species, C15H22Cl28OP2 in total.

Results
SMILES string: C=CCP(CCC)#P(O)Cl.ClC(Cl)Cl.ClC(Cl)Cl.ClC(Cl)Cl.ClC(Cl)Cl.ClC(Cl)Cl.ClC(Cl)Cl.ClC(Cl)Cl.ClC(Cl)Cl.ClC(Cl)Cl
Electronic energy, Ha: -14227.93382

```
! RIJCOSX wB97M-V def2-TZVPD def2/J DEFGRID3
* xyz 0 1
C 6.2095 -5.1302 -1.1181
C -2.1503 6.9471 0.2178
H 5.7765 4.5887 1.1153
Cl 0.8810 3.1862 3.8724
H -0.0826 0.7887 -2.7555
Cl -1.1996 -3.1306 3.7609
H -0.7892 2.2809 5.2565
Cl -5.8400 5.4806 -7.1484
C 2.7203 1.5008 2.1307
C -4.6348 4.3227 -6.5711
C 2.3261 -2.6421 -1.2740
Cl 4.4004 1.3389 1.6002
Cl 6.6853 4.3852 3.2723
C 5.5701 5.0563 2.0751
H 1.4240 -0.8144 -2.3485
Cl -0.8955 6.0162 1.0487
Cl -5.0380 -6.5953 4.7688
C -4.4129 -5.5906 3.4539
H 2.6044 -3.5970 -1.8389
H 3.3594 -0.6247 -1.3500
H 1.8740 -2.9556 -0.2690
C -0.3756 -4.7093 -1.6925
Cl 6.7727 -3.8310 -0.0585
C -0.7982 2.8710 4.3427
H -0.3706 -4.6481 0.5023
H 0.7848 -6.0115 -0.3089
Cl 5.8113 6.8002 1.9085
C 0.0546 -5.1576 -0.4257
H -1.2616 -0.8692 3.1225
Cl 4.4416 -5.1547 -1.1864
Cl -5.4003 2.7849 -6.1493
Cl -1.6294 4.3967 4.6740
H 2.5547 2.5318 2.4168
H -3.9100 -4.7303 3.8900
Cl 1.6107 1.1057 0.8133
H 6.5495 -6.0779 -0.7078
H 4.4365 -2.0803 -1.7093
H -1.6808 7.5182 -0.5794
C -1.3939 -3.4633 -1.7762
Cl -4.1640 1.0732 -2.7636
Cl -2.6289 3.2906 -1.6658
Cl -2.1932 0.4099 0.6564
Cl 0.0790 -0.8602 5.0532
P -0.4517 -1.9849 -1.0418
Cl -1.6736 1.9533 3.1064
H -3.9222 4.1422 -7.3722
C -1.2967 -1.3923 4.0761
Cl -2.9238 8.0825 1.3339
H 0.9244 -2.4154 -3.0627
H -1.5786 -3.2953 -2.8971
O -0.4913 1.1277 -1.9269
Cl 3.8946 4.7000 2.5177
Cl -2.8219 -0.9901 4.8772
H 0.0429 -5.2150 -2.6210
C 3.6077 -1.6987 -1.0365
C -4.1023 2.8278 -2.5241
Cl -3.2362 -6.4916 2.4875
Cl 2.4108 0.4720 3.5380
Cl -3.7562 4.9792 -5.1824
Cl -5.7355 -5.0048 2.4360
H -4.0933 3.3072 -3.5002
Cl -5.5339 3.3840 -1.6439
H 3.8945 -1.7375 0.0704
P -1.5468 -0.1131 -1.3227
Cl 6.8918 -4.9491 -2.7401
C 1.1482 -1.8798 -2.0711
H -2.3791 -3.6745 -1.2524
Cl -3.3486 5.8653 -0.5037
*
```



no.,F_max (eV Å⁻¹)
1,3.3
2,5.6
3,7.6
4,0.2
5,2.8
6,3.2